DFT (ωB97M-V with the def2-TZVPD basis set) results for one molecule with the formula C4H7N3 in a non-equilibrium geometry.

Calculated values
**Energy**: -8727.5144 eV
**Orbital gap (alpha / beta)**: 5.21 / 9.60 eV
**Max |F|**: 4.05 eV Å⁻¹
**Lowest unoccupied orbital energy (alpha / beta)**: -1.11 / 0.53 eV

Last column: Löwdin charge in e.
CARTESIAN COORDINATES (ANGSTROEM)
1 C -0.63765 1.53420 -0.86128  -0.06
2 C -0.89146 -1.60961 1.15879  -0.03
3 N -0.13349 -0.56379 1.18871  -0.04
4 C 0.91025 -0.31313 0.21838  -0.34
5 N 1.96022 -0.99610 0.31062  0.17
6 C 0.58602 0.65730 -1.06389  -0.43
7 N 1.38463 0.54009 -1.98205  0.17
8 H -0.92063 1.98055 -1.81553  0.07
9 H -0.41578 2.34874 -0.15892  0.08
10 H -1.50511 0.98307 -0.47211  0.07
11 H -0.59729 -2.42112 0.50329  0.07
12 H -1.79927 -1.64552 1.75092  0.06
13 H -0.41639 0.22164 1.76948  0.15
14 H 2.47596 -0.71632 -0.54642  0.05

Forces on the atoms, in the same order (eV/Å):
-0.1 0.2 -0.4
-1.9 -2.7 -0.3
2.3 3.3 -0.3
-0.9 -0.7 0.7
0.0 0.7 -0.8
-0.2 -0.3 1.1
-0.3 0.2 0.0
0.0 0.0 0.1
0.1 -0.2 -0.1
0.4 0.0 -0.1
-0.1 0.0 0.2
0.2 0.0 -0.2
0.1 -0.2 -0.3
0.3 -0.4 0.4